1.
Below is 5 unconnected molecules or ions with the total composition C20H38NO7 at a distorted geometry, with properties calculated with ωB97M-V/def2-TZVPD.

Last column: Löwdin charge in e.
Atoms and positions in Å:
C -0.3737 1.3176 1.1653  0.00
C -1.0347 1.1257 -0.2158  -0.43
O -1.4046 2.1234 -0.7874  0.06
N -1.2658 -0.1317 -0.8741  -0.15
C -2.3629 -0.9084 -0.2962  -0.08
C -0.0386 -0.9097 -1.1152  -0.16
C 0.4519 -1.8283 0.0598  -0.19
C 1.9947 -2.0818 -0.1468  -0.21
C 2.8552 -0.8422 0.2844  -0.14
C 3.3770 0.0224 -0.9001  -0.76
O 3.9701 -0.4463 -1.8845  -0.08
O 3.1471 1.2833 -0.7991  -0.14
H -0.3376 0.4176 1.8032  0.04
H 0.6636 1.7145 1.0263  0.10
H -0.9298 2.0937 1.7416  0.08
H -3.2093 -0.1917 -0.1297  0.09
H -2.1547 -1.3683 0.6980  0.08
H -2.7208 -1.6189 -1.0699  0.09
H 0.7859 -0.2260 -1.4267  0.13
H -0.2542 -1.5852 -1.9805  0.12
H -0.0158 -2.8427 0.0079  0.10
H 0.3328 -1.3944 1.0733  0.09
H 2.2177 -2.2990 -1.2209  0.11
H 2.3402 -2.9634 0.4311  0.07
H 3.7536 -1.1623 0.8727  0.10
H 2.2514 -0.2021 0.9623  0.08
C -0.5335 0.5252 6.5250  -0.03
C -0.3492 1.2047 5.1901  -0.50
O -0.6533 0.6558 4.1568  0.07
C 0.2307 2.5969 5.1969  -0.02
H -0.9573 -0.4664 6.3695  0.08
H 0.4307 0.4201 7.0258  0.08
H -1.2173 1.1058 7.1474  0.08
H 1.2285 2.5827 5.6392  0.09
H -0.4196 3.2688 5.7608  0.08
H 0.3073 2.9608 4.1727  0.08
C -3.7794 3.8992 -1.0785  -0.02
C -5.1543 3.8459 -0.4698  -0.50
O -6.0451 3.1873 -0.9636  0.05
C -5.3826 4.6494 0.7880  -0.03
H -3.7554 3.2786 -1.9727  0.08
H -3.5365 4.9272 -1.3575  0.09
H -3.0431 3.5187 -0.3714  0.06
H -5.2075 5.7085 0.5899  0.08
H -4.7152 4.3010 1.5782  0.08
H -6.4137 4.5201 1.1175  0.08
C -1.8792 1.8578 -4.3578  -0.02
C -1.7671 0.4298 -4.8274  -0.50
O -1.7041 -0.4835 -4.0398  0.07
C -1.7357 0.1884 -6.3184  -0.03
H -1.8889 1.8787 -3.2667  0.06
H -1.0224 2.4346 -4.7119  0.09
H -2.8078 2.2996 -4.7278  0.08
H -0.8729 0.6915 -6.7589  0.08
H -2.6571 0.5561 -6.7748  0.08
H -1.6526 -0.8814 -6.5094  0.08
C 5.5289 -6.5504 0.2545  -0.03
C 4.9007 -5.1805 0.1500  -0.50
O 3.7440 -4.9940 0.4488  0.07
C 5.7727 -4.0533 -0.3428  -0.01
H 4.7878 -7.2608 0.6208  0.08
H 5.8734 -6.8780 -0.7282  0.08
H 6.3659 -6.5236 0.9549  0.08
H 6.1280 -4.2707 -1.3518  0.09
H 6.6209 -3.9164 0.3317  0.08
H 5.1926 -3.1299 -0.3688  0.08

Forces on atoms 1 to 3 (eV/Å):
0.2077 -0.1414 0.2322
-0.0106 0.3897 0.1817
-0.0720 0.1832 -0.0063

Its total charge is -1. Its spin multiplicity is 1. Its HOMO energy is -3.8 eV. The frontier orbital gap comes out at 6.1 eV. The calculation puts the calculated total energy at -1366.31808 hartree. Its strongest force on any atom is 3.0 eV/Å.



2.
Below is a molecular structure, C20H39AlBrClF3Li2N4O7S at a distorted geometry, with properties calculated with ωB97M-V/def2-TZVPD.

Last column: Löwdin charge in e.
Atoms and positions in Å:
C -1.6550 -3.4585 -2.0132  -0.02
C -0.3490 -2.8492 -1.5505  -0.36
F 0.4305 -2.4882 -2.6698  -0.02
N -0.4441 -1.7609 -0.5920  -0.03
C 0.7100 -1.8929 0.3341  -0.12
C 1.1320 -0.5777 0.9965  -0.12
N 0.0866 0.4467 1.0516  0.09
C -0.6636 0.6338 -0.2317  -0.30
N -0.5089 1.9238 -0.8113  0.01
C -0.3275 -0.4471 -1.2426  -0.25
C -1.3344 -0.2314 -2.3669  -0.11
C -0.7228 0.2344 -3.6751  -0.19
C 0.1366 1.4905 -3.5239  -0.21
N 1.0424 1.6727 -4.6922  -0.15
C 2.2952 0.9564 -4.4898  -0.30
C 3.1990 1.5574 -3.4637  -0.15
C 3.8352 0.7448 -2.5279  -0.02
C 4.5948 1.3342 -1.5369  -0.15
C 4.7197 2.7066 -1.4264  -0.04
C 4.1304 3.5251 -2.3795  0.02
C 3.3750 2.9446 -3.3855  -0.21
O 2.7428 3.7644 -4.3266  0.03
H -2.4550 -3.1949 -1.3324  0.09
H -1.5733 -4.5363 -1.9936  0.07
H -1.9186 -3.0945 -2.9995  0.07
H 0.2057 -3.6380 -1.0562  0.14
H 0.4757 -2.6421 1.0804  0.13
H 1.5880 -2.2246 -0.2195  0.12
H 1.4291 -0.7948 2.0154  0.14
H 2.0028 -0.1809 0.5046  0.07
H -0.5586 0.2643 1.8243  0.11
H 0.6059 1.3550 1.2480  0.13
H -1.7143 0.4800 0.0071  0.16
H -1.3299 2.5788 -0.7209  -0.14
H 0.4066 2.3051 -0.4734  0.06
H 0.6986 -0.3356 -1.6072  0.15
H -1.9035 -1.1257 -2.5832  0.10
H -2.0517 0.5298 -2.0835  0.13
H -0.1334 -0.5502 -4.1460  0.09
H -1.5892 0.4902 -4.2974  0.09
H -0.5293 2.3590 -3.4857  0.12
H 0.6904 1.5403 -2.5957  0.11
H 1.2200 2.6439 -4.9238  0.10
H 2.0392 -0.0564 -4.1637  0.12
H 2.7880 0.8120 -5.4707  -0.02
H 3.7220 -0.3278 -2.5690  0.12
H 5.1287 0.6636 -0.7275  -0.19
H 5.2716 3.1074 -0.5917  0.10
H 4.2052 4.5996 -2.3232  0.10
H 3.4266 4.1453 -4.8852  0.13
Br 5.1073 -0.3334 0.7409  0.29
F 1.7592 2.1548 0.4783  -0.51
Al 1.4066 0.2466 -6.7232  1.02
F 3.6677 5.6432 -0.7238  -0.68
C -4.8367 -0.5178 4.4911  -0.13
C -4.7871 0.3399 3.2440  -0.14
O -3.5541 1.0725 3.3769  -0.18
S -2.4783 0.1824 4.1308  0.60
O -1.6325 -0.4432 3.1613  -0.25
O -1.9301 0.9287 5.1965  -0.19
O -3.4673 -0.9216 4.6892  -0.19
H -5.1557 0.0508 5.3647  0.14
H -5.4677 -1.3935 4.3774  0.14
H -5.6209 1.0298 3.1660  0.14
H -4.7301 -0.2686 2.3397  0.13
Cl -2.1754 4.2880 -0.9990  -0.27
O -1.5648 -5.4951 -4.2885  -0.19
H -0.7859 -5.0946 -3.8744  -0.08
Li 4.4193 5.0465 0.6384  0.77
Li -1.3050 2.0690 -5.5090  0.79
C -0.7036 -3.0715 7.6974  -0.09
C -1.9444 -2.2418 7.4228  -0.33
O -3.0268 -2.6071 8.2761  -0.08
H -0.9210 -4.1315 7.5652  0.08
H 0.1119 -2.7936 7.0279  0.07
H -0.3659 -2.9332 8.7268  0.07
H -2.2872 -2.3988 6.4029  0.09
H -1.7331 -1.1746 7.5517  0.11
H -2.7491 -2.4626 9.1850  0.08

Forces on atoms 1 to 3 (eV/Å):
-0.0925 0.4731 0.1252
-0.5352 -0.5719 0.8949
0.1815 0.1035 -0.2147

Its total charge is +1. Its spin multiplicity is 1. Its HOMO energy is -9.5 eV. The frontier orbital gap comes out at 1.5 eV. The calculation puts the calculated total energy at -5520.05482 hartree. Its strongest force on any atom is 1.8 eV/Å.



3.
Below is 4 unconnected molecules or ions with the total composition C20H39Cl2N4O7 at a distorted geometry, with properties calculated with ωB97M-V/def2-TZVPD.

Last column: Löwdin charge in e.
Atoms and positions in Å:
C -3.3795 2.5011 1.7659  -0.13
C -2.6694 3.7024 0.8520  -0.22
C -2.3849 3.2539 -0.7026  -0.18
O -1.3131 4.0303 -1.3742  -0.08
C -0.0376 3.6259 -0.7580  -0.09
N 0.7648 2.3334 -0.8696  0.20
C 1.9368 2.6493 0.0360  -0.20
N 2.9452 1.6979 0.2370  0.10
N 1.8835 4.0322 0.7123  -0.05
C 2.9285 4.5637 1.6629  -0.56
Cl 4.5018 4.8829 0.6980  0.60
C 2.5050 5.9071 2.4993  -0.66
C 2.8265 7.3263 1.6740  -0.16
Cl 0.7826 5.8624 3.2184  0.54
N 0.7142 4.5597 0.1923  0.11
H -4.2554 1.9575 1.2050  0.09
H -3.7696 2.9083 2.8161  0.09
H -2.5225 1.7027 1.9856  0.09
H -3.4220 4.6268 0.8828  0.13
H -1.7135 4.0326 1.4406  0.09
H -2.0770 2.1163 -0.7604  0.14
H -3.3851 3.3741 -1.3423  0.16
H 2.7877 0.9650 0.9745  0.13
H 3.8797 1.7403 -0.2688  0.14
H 3.1675 3.7002 2.4512  0.16
H 3.2365 5.9518 3.4422  0.13
H 2.0931 8.1963 2.0285  0.10
H 2.8115 7.1906 0.5093  0.07
H 3.9286 7.6508 1.9974  0.10
H 0.3226 5.4992 0.4221  0.16
O 3.5975 -1.6209 -0.0332  0.06
C 3.7626 -1.7339 -1.2435  -0.50
O 4.1134 -0.6658 -1.9921  -0.03
C 4.5030 -0.7268 -3.3766  -0.22
C 3.2876 -0.7142 -4.2824  -0.06
C 3.4924 -3.0434 -1.9290  0.01
H 5.1587 -1.5827 -3.5628  0.12
H 5.1019 0.1713 -3.5680  0.12
H 2.6495 -1.5847 -4.1120  0.05
H 3.5890 -0.7076 -5.3335  0.09
H 2.6731 0.1706 -4.0852  0.08
H 2.4189 -3.1348 -2.1183  0.08
H 3.8135 -3.8537 -1.2679  0.10
H 4.0418 -3.1768 -2.8591  0.08
O -5.5916 1.9210 3.8849  0.06
C -5.7082 0.8012 4.3719  -0.50
O -5.4535 0.5913 5.6816  0.00
C -5.7298 -0.6340 6.3850  -0.23
C -4.5983 -1.6272 6.2082  -0.07
C -6.0517 -0.3747 3.5017  0.01
H -6.7008 -1.0446 6.0919  0.12
H -5.8115 -0.3688 7.4455  0.13
H -4.4677 -1.9062 5.1598  0.07
H -4.7878 -2.5357 6.7863  0.08
H -3.6504 -1.1892 6.5383  0.09
H -5.1427 -0.7374 3.0130  0.10
H -6.7654 -0.0461 2.7406  0.10
H -6.5334 -1.1926 4.0343  0.07
O 1.7000 -3.8969 -4.2639  0.06
C 1.3537 -5.0621 -4.0989  -0.49
O 1.8830 -6.0497 -4.8531  0.00
C 1.6811 -7.4563 -4.6218  -0.23
C 0.3898 -7.9301 -5.2590  -0.07
C 0.2702 -5.4015 -3.1148  0.01
H 1.7353 -7.6905 -3.5544  0.12
H 2.5248 -7.9707 -5.0964  0.13
H -0.4796 -7.4277 -4.8282  0.07
H 0.2665 -9.0084 -5.1262  0.09
H 0.3865 -7.7030 -6.3303  0.09
H -0.7046 -5.2312 -3.5810  0.10
H 0.3745 -4.7467 -2.2446  0.09
H 0.3222 -6.4199 -2.7343  0.07

Forces on atoms 1 to 3 (eV/Å):
0.9579 -0.2131 -0.0072
-1.1741 0.3221 0.6441
-1.7925 -1.6704 1.0071

Its total charge is +1. Its spin multiplicity is 1. Its HOMO energy is -12.0 eV. The frontier orbital gap comes out at 8.1 eV. The calculation puts the calculated total energy at -2451.07733 hartree. Its strongest force on any atom is 7.9 eV/Å.